Entry 1:
# C4H7NOS

A structure of composition C4H7NOS in a non-equilibrium geometry (wB97M-V/def2-TZVPD, the OMol25 dataset).

The multiplicity is 1. For the energy above the lowest of the compared OMol25 structures with the same formula, charge and spin, the calculation gives 398.5 kJ/mol. The net charge is 0. Its HOMO-LUMO gap is 9.00 eV. The HOMO energy is -8.352 eV.

```
14
Properties=species:S:1:pos:R:3:forces:R:3
H -0.178053 -0.764178 -1.535982 0.6 3.5 -0.5
S -1.235819 -1.996957 1.668166 -0.8 -1.1 0.7
H 0.266930 1.977801 0.314561 -1.4 -1.4 -1.9
H 1.214298 0.702743 1.626865 -0.7 -2.3 -0.3
H -0.690400 1.086030 -2.004297 0.9 -0.6 -1.3
H -2.329231 0.238012 -0.059757 2.2 0.4 0.7
N -1.337579 0.311364 0.346217 -2.8 3.5 -2.2
C 0.663992 -0.056024 0.943110 -0.2 1.7 -3.0
H 1.226568 0.503792 -1.848191 -2.1 0.3 -0.4
O 1.432569 -1.009950 0.140590 1.0 -2.5 6.7
H 1.695857 -1.793892 1.038011 -1.2 3.2 -4.4
C 0.105856 0.442124 -1.586138 0.7 -1.4 1.8
C -0.034485 0.929006 -0.123412 0.7 -0.6 1.4
C -0.800505 -0.569871 1.080257 3.0 -2.5 2.7
```
Forces are in eV/Å.

***

Entry 2:
# C4H7NOS

The molecule C4H7NOS in a non-equilibrium geometry (wB97M-V/def2-TZVPD, the OMol25 dataset).

The multiplicity is 1. For the energy above the lowest of the compared OMol25 structures with the same formula, charge and spin, the calculation gives 254.2 kJ/mol. As for the SMILES: S=CN1CCCO1. The net charge is 0. Its HOMO-LUMO gap is 8.81 eV. The HOMO energy is -8.147 eV.

```
14
Properties=species:S:1:pos:R:3:forces:R:3
H 1.212093 1.741931 0.085137 0.0 1.3 0.3
H -1.054171 2.112383 0.234226 0.1 0.4 0.5
C -2.134158 0.211934 0.655409 -0.3 0.2 0.8
H -1.877036 1.445195 -1.147047 0.2 -0.4 0.1
H -3.220335 0.425751 0.647707 0.6 -0.2 0.0
H -1.769153 0.233897 1.714641 -0.3 0.0 -0.9
H -1.821549 -2.031993 0.602701 -0.1 1.0 -0.5
N -0.097628 0.386157 -0.493101 -0.6 0.3 0.8
C -1.772125 -1.101376 -0.023508 -0.2 -0.8 0.0
O -0.388836 -0.971349 -0.375454 -0.5 -0.6 -0.4
C -1.354340 1.186691 -0.216121 1.0 -0.8 -0.4
C 1.120975 0.695084 -0.002606 0.5 -0.5 -0.9
S 2.472433 -0.223492 0.173466 -0.7 0.0 0.2
H -2.396798 -1.237601 -0.936521 0.4 0.0 0.4
```
Forces are in eV/Å.

***

Entry 3:
# C4H7NOS

The molecule C4H7NOS in a non-equilibrium geometry (wB97M-V/def2-TZVPD, the OMol25 dataset).

The multiplicity is 1. For the energy above the lowest of the compared OMol25 structures with the same formula, charge and spin, the calculation gives 126.2 kJ/mol. As for the SMILES: NC/C=C\C(O)=S. The net charge is 0. Its HOMO-LUMO gap is 8.86 eV. The HOMO energy is -9.103 eV.

```
14
Properties=species:S:1:pos:R:3:forces:R:3
H 2.379217 0.628416 -0.510655 0.1 -0.1 -0.5
H 2.170102 0.413413 2.289925 0.5 -0.4 1.5
C 1.712144 0.389042 1.346327 -1.6 0.5 -0.5
C 0.872544 -0.854599 1.163206 0.6 -0.7 0.1
H 1.203696 -1.763460 1.656023 0.2 0.1 0.3
O -0.045030 1.009438 -0.696309 -1.3 1.2 -1.1
N 2.798245 0.424415 0.382748 -0.7 -0.2 -0.6
H -0.690708 1.533552 -1.246877 1.2 0.1 0.3
H 3.413709 1.190985 0.562818 0.4 0.4 0.3
C -0.205266 -1.051330 0.406691 0.7 2.3 0.0
H 0.977603 1.242115 1.377575 0.9 -0.3 -0.4
H -0.715412 -1.950744 0.399324 -0.7 -1.7 0.1
S -2.328745 -0.196094 -1.037979 -0.2 0.3 -0.1
C -0.830381 -0.016976 -0.421097 0.1 -1.6 0.4
```
Forces are in eV/Å.

***

Entry 4:
# C4H7NOS2

The molecule C4H7NOS2 in a non-equilibrium geometry (wB97M-V/def2-TZVPD, the OMol25 dataset).

The multiplicity is 1. For the energy above the lowest of the compared OMol25 structures with the same formula, charge and spin, the calculation gives 122.7 kJ/mol. As for the SMILES: S/N=C1\OCCCS1. The net charge is 0. Its HOMO-LUMO gap is 8.88 eV. The HOMO energy is -8.214 eV.

```
15
Properties=species:S:1:pos:R:3:forces:R:3
H 2.345112 0.582312 -0.597557 0.7 -0.1 -0.6
C 0.298770 1.020839 -0.609086 0.1 -0.2 0.3
H 0.258879 0.652822 -1.647385 0.2 0.4 0.3
S -3.707436 -0.297136 0.117957 -1.0 -0.4 0.0
H 1.841357 1.100376 0.967141 -0.3 0.3 -0.2
C 1.367829 -0.921245 0.621224 -1.1 0.5 1.5
N -2.366677 -1.225357 -0.200727 -0.2 -0.5 0.3
H 1.002459 -0.903875 1.714013 0.5 0.0 -1.7
H 0.314683 2.121671 -0.550423 -0.5 -0.5 -0.2
S 0.191076 -1.865573 -0.373446 -0.2 -0.2 -0.1
H 2.290129 -1.468663 0.626287 0.5 -0.3 -0.1
O -0.891021 0.534625 0.046107 -0.3 0.2 0.1
H -3.279470 0.940851 -0.049664 0.4 0.6 0.0
C 1.538642 0.509145 0.097502 0.0 -0.4 0.8
C -1.204331 -0.780798 -0.161945 1.5 0.6 -0.2
```
Forces are in eV/Å.

***

Entry 5:
# C4H7NS

A structure of composition C4H7NS in a non-equilibrium geometry (wB97M-V/def2-TZVPD, the OMol25 dataset).

The multiplicity is 1. For the energy above the lowest of the compared OMol25 structures with the same formula, charge and spin, the calculation gives 275.2 kJ/mol. The net charge is 0. Its HOMO-LUMO gap is 8.90 eV. The HOMO energy is -8.109 eV.

```
13
Properties=species:S:1:pos:R:3:forces:R:3
N 1.092013 0.312968 -0.445219 1.4 -0.2 -1.5
H 2.062994 -0.473514 1.191459 0.6 0.9 0.1
C -0.007375 -0.546818 -0.418277 2.5 1.6 -0.3
C 2.315718 -0.113067 0.161516 -1.7 -1.6 2.4
H -2.847834 -0.502914 -0.534966 -0.3 -1.0 -0.9
H -2.768944 1.180087 -0.328775 -0.4 -0.3 1.1
S 0.152187 1.705677 0.029552 -0.1 -1.1 -0.1
H 3.051624 0.624740 0.145883 1.2 1.1 0.1
H 0.114236 -1.534481 -0.583300 0.0 -3.1 -0.5
H -2.557985 -0.112908 1.096119 -0.2 1.1 -0.5
H 2.699739 -1.066174 -0.172533 0.0 0.0 -1.4
C -0.949093 0.299774 -0.196507 -1.6 1.9 1.2
C -2.357275 0.226625 0.055053 -1.3 0.7 0.3
```
Forces are in eV/Å.

***

Entry 6:
# C4H7NS

A cluster of 2 separate species, C4H7NS in total in a non-equilibrium geometry (wB97M-V/def2-TZVPD, the OMol25 dataset).

The multiplicity is 1. For the energy above the lowest of the compared OMol25 structures with the same formula, charge and spin, the calculation gives 419.4 kJ/mol. As for the SMILES: C=[NH+][S-].C=C=C. The net charge is 0. Its HOMO-LUMO gap (alpha / beta) is 7.96 / 7.96 eV. The HOMO energy (alpha / beta) is -8.054 / -8.054 eV.

```
13
Properties=species:S:1:pos:R:3:forces:R:3
H 1.720421 -2.207488 -1.725311 0.6 0.1 -0.1
H 2.048169 0.348387 1.235049 0.7 -1.2 -0.3
H -1.860354 0.795551 -1.771294 0.1 0.4 0.8
C 2.170236 -0.772088 1.123053 -2.3 2.0 -1.1
H -2.379954 2.516629 -1.280605 -0.2 2.4 -0.8
H -3.897673 1.730070 0.189023 1.9 -1.3 -0.2
H 0.077496 -2.222662 -1.268703 -2.1 -0.1 0.4
H 2.367596 -1.252963 2.057599 0.4 -0.7 0.0
C -2.398952 1.506224 -1.127848 -0.4 -2.5 0.3
S -3.007821 -0.485718 0.519224 -0.5 0.1 0.0
C 1.018729 -1.915589 -0.962807 2.5 1.0 0.8
N -3.127582 1.057031 -0.153415 -0.8 0.8 -0.1
C 1.502061 -1.282905 0.094359 0.2 -1.0 0.2
```
Forces are in eV/Å.

***

Entry 7:
# C4H7NS

The molecule C4H7NS in a non-equilibrium geometry (wB97M-V/def2-TZVPD, the OMol25 dataset).

The multiplicity is 1. For the energy above the lowest of the compared OMol25 structures with the same formula, charge and spin, the calculation gives 56.6 kJ/mol. As for the SMILES: C[C@@H]1N=CCS1. The net charge is 0. Its HOMO-LUMO gap is 9.64 eV. The HOMO energy is -8.716 eV.

```
13
Properties=species:S:1:pos:R:3:forces:R:3
H -1.564998 -0.854542 1.974163 -0.1 -0.1 -0.1
C -1.238784 -1.145724 0.971361 -0.2 0.1 0.7
S 0.389508 1.044475 1.073613 0.8 0.6 0.4
N -0.340402 -0.267849 -1.100216 1.7 1.3 -0.8
H -1.799747 0.691067 0.113098 -0.1 0.3 -0.4
C 1.552153 1.033663 -0.340241 -0.8 0.6 0.3
H -0.429035 -1.860722 1.112219 0.3 0.3 -0.3
C 0.840951 0.215513 -1.359659 -2.3 -1.3 -0.2
H 1.305093 -0.006009 -2.353468 -0.4 0.1 1.0
H -2.049871 -1.649372 0.473527 -0.4 -0.3 -0.2
C -0.889487 0.114117 0.205863 1.1 -1.3 -0.4
H 1.709709 2.059214 -0.671724 0.0 0.0 -0.2
H 2.514908 0.626169 -0.098537 0.5 -0.4 0.3
```
Forces are in eV/Å.

***

Entry 8:
# C4H7NS

A structure of composition C4H7NS in a non-equilibrium geometry (wB97M-V/def2-TZVPD, the OMol25 dataset).

The multiplicity is 1. For the energy above the lowest of the compared OMol25 structures with the same formula, charge and spin, the calculation gives 315.4 kJ/mol. The net charge is 0. Its HOMO-LUMO gap is 8.06 eV. The HOMO energy is -7.607 eV.

```
13
Properties=species:S:1:pos:R:3:forces:R:3
C 0.119652 -0.077937 0.218461 1.3 -1.3 -1.4
C 2.407236 -1.041332 -0.113396 0.0 -2.0 0.9
H 2.338996 -1.531698 -1.094915 -0.1 -0.8 0.7
C -1.341244 0.034778 0.382289 2.6 1.3 2.5
S -1.582137 -1.703176 -0.082697 -0.2 0.6 -0.1
H -1.075344 2.186150 -0.149566 -0.5 -0.7 0.4
H -1.327704 0.223132 1.518958 -0.6 -0.6 -1.1
H -1.996722 1.215376 -1.342179 0.0 0.2 1.8
H -2.793236 1.667297 0.274694 1.0 -0.2 -0.6
N 1.271768 -0.215350 -0.034956 -3.1 1.0 1.7
H 3.220643 -0.404125 -0.245854 1.7 1.0 0.2
H 2.581522 -1.715682 0.873570 -0.7 1.4 -2.6
C -1.823432 1.362561 -0.204403 -1.4 0.0 -2.5
```
Forces are in eV/Å.